2 unconnected molecules or ions with the total composition C31H38NO4 in a non-equilibrium geometry. Source: the OMol25 dataset; level of theory: wB97M-V/def2-TZVPD.

```
74
Properties=species:S:1:pos:R:3:forces:R:3
C 6.5837 -2.1353 0.6884 -0.36 0.77 0.32
O 6.0810 -0.9283 1.3018 0.34 -0.48 -0.24
C 4.8389 -0.4898 0.9735 -0.98 0.12 -0.41
C 4.3979 0.7011 1.6044 0.67 -0.82 -0.33
C 3.1340 1.1831 1.3688 -1.02 -0.43 -0.35
C 2.2068 0.4474 0.5774 1.61 -0.41 -0.43
C 0.8274 0.8510 0.4983 -2.21 -0.48 1.07
C -0.2650 -0.0208 0.7326 1.46 1.15 -0.55
C -1.6028 0.5040 0.7469 -0.73 0.10 0.38
C -2.6937 -0.2588 1.0559 0.24 0.35 -0.19
C -4.1318 0.3070 1.1344 0.26 -0.16 -0.11
C -4.9360 -0.1780 -0.0779 0.03 -0.13 -0.16
C -4.1510 1.8343 1.1557 0.08 0.11 -0.04
C -4.8371 -0.1657 2.4127 0.12 -0.17 0.06
C -2.5075 -1.7186 1.1936 -1.02 -0.69 -0.31
O -3.5001 -2.4872 1.2055 0.95 0.72 0.17
C -1.1396 -2.2636 1.2539 0.61 0.22 -0.20
C -0.9580 -3.7837 1.4699 -0.04 0.37 0.04
C -1.6590 -4.2308 2.7586 -0.09 0.09 0.04
C 0.5169 -4.1683 1.5869 0.05 0.04 0.00
C -1.5596 -4.5506 0.2848 -0.11 0.09 -0.12
C -0.0900 -1.4134 1.0326 -0.34 -0.85 0.15
C 2.6959 -0.6879 -0.1194 -0.66 0.73 0.42
C 3.9863 -1.1484 0.0562 0.90 0.10 0.65
H 7.5618 -2.2739 1.1483 -0.09 -0.09 -0.15
H 5.9365 -2.9927 0.9122 0.08 0.16 -0.05
H 6.6848 -2.0065 -0.3964 -0.02 -0.05 0.19
H 5.0855 1.2022 2.2800 -0.10 -0.01 -0.14
H 2.7924 2.0978 1.8545 0.12 -0.20 -0.12
H 0.6060 1.9233 0.4890 0.16 -0.46 0.03
H -1.7225 1.5671 0.5162 0.09 -0.35 0.09
H -4.9964 -1.2698 -0.0668 -0.04 0.21 -0.07
H -5.9487 0.2421 -0.0421 0.09 -0.04 -0.05
H -4.4537 0.1389 -1.0109 -0.11 -0.02 0.11
H -3.5914 2.2138 2.0184 -0.02 0.04 -0.15
H -3.7407 2.2672 0.2368 -0.02 -0.03 0.23
H -5.1909 2.1754 1.2504 0.19 -0.05 -0.04
H -4.2758 0.1726 3.2901 -0.12 -0.05 0.01
H -5.8466 0.2607 2.4532 0.12 -0.02 0.02
H -4.9099 -1.2548 2.4262 -0.01 0.18 0.09
H -2.7296 -4.0238 2.6975 0.17 -0.05 0.09
H -1.5089 -5.3078 2.8995 -0.01 0.11 0.05
H -1.2342 -3.6969 3.6161 -0.08 -0.11 -0.01
H 1.0704 -3.9292 0.6704 -0.01 -0.01 0.18
H 0.9841 -3.6651 2.4419 0.05 -0.04 -0.17
H 0.5915 -5.2499 1.7506 -0.01 0.14 -0.03
H -1.0698 -4.2500 -0.6487 -0.07 -0.09 0.08
H -1.4102 -5.6267 0.4329 -0.01 0.08 -0.06
H -2.6295 -4.3408 0.2086 0.20 -0.09 -0.05
H 0.9298 -1.7929 1.0979 -0.35 0.12 -0.02
H 2.0271 -1.2061 -0.8093 0.20 0.17 0.19
H 4.3319 -2.0315 -0.4862 -0.14 0.34 0.17
C -3.5143 3.4696 -2.3380 -0.46 0.00 -0.31
C -2.1187 3.9592 -2.0420 0.11 -0.16 0.31
O -1.2579 2.8226 -1.8442 -0.55 0.55 -0.22
C 0.0576 3.2099 -1.8346 1.62 -0.66 0.06
C 0.9727 2.0945 -1.9766 -1.15 0.59 0.07
C 2.2759 2.2932 -2.4656 1.08 0.27 -0.04
C 2.8892 3.5912 -2.5381 0.44 -0.15 -0.44
C 4.0929 3.7550 -3.2218 -0.89 -0.73 0.58
N 4.7583 2.7355 -3.7681 0.80 -0.01 -0.70
C 4.2655 1.4975 -3.6431 -0.74 0.43 0.75
C 3.0808 1.2140 -2.9614 0.27 0.47 -0.30
O 0.3459 4.4068 -1.7281 -0.45 -0.47 -0.01
H -4.2427 4.2174 -2.0062 0.02 -0.13 -0.01
H -3.6478 3.3587 -3.4199 -0.04 -0.21 0.18
H -3.7517 2.5149 -1.8559 0.13 0.22 -0.07
H -1.7450 4.5466 -2.8915 -0.01 -0.02 0.38
H -2.0872 4.5872 -1.1410 0.00 -0.08 -0.26
H 0.5435 1.0991 -2.0095 -0.07 0.13 -0.27
H 2.3831 4.4528 -2.1181 0.09 -0.26 -0.14
H 4.5211 4.7569 -3.3382 -0.03 -0.34 0.06
H 4.8402 0.6998 -4.1210 -0.09 0.13 0.20
H 2.7579 0.1761 -2.8629 -0.11 0.30 -0.13
```
Positions in Å, forces in eV/Å.

Maximum force = 2.498 eV/Å
LUMO energy = 1.8 eV
Charge = -1
Total energy = -1559.804251 Eh
Frontier orbital gap = 5.1 eV

Here are the Löwdin charges for atoms 1 to 5, given in e:
1. C -0.07
2. O -0.10
3. C -0.27
4. C 0.00
5. C -0.01

A molecular structure, C16H27IrN4O3S in a non-equilibrium geometry. Source: the OMol25 dataset; level of theory: wB97M-V/def2-TZVPD.

```
52
Properties=species:S:1:pos:R:3:forces:R:3
Ir 0.1156 -0.1134 0.5437 0.88 0.64 0.85
C -2.1191 1.9093 1.7268 0.04 0.08 -0.03
O -0.7890 1.3379 1.9155 -0.15 -0.15 0.00
C -0.2066 1.6382 3.2054 0.09 0.09 0.06
C 1.2480 1.2305 3.1466 -0.05 0.00 -0.01
O 1.3947 -0.0325 2.4549 0.05 -0.22 0.02
C 1.1795 -1.2480 3.2072 -0.02 0.02 0.02
C -0.2925 -1.5425 3.3399 0.06 -0.11 -0.01
O -0.8891 -1.3923 2.0218 -0.24 -0.04 -0.12
C -2.3324 -1.6234 2.0564 0.04 -0.01 0.05
H -2.0786 2.9733 1.9500 0.00 0.00 -0.02
H -2.8232 1.4094 2.3893 0.01 -0.01 0.02
H -2.4009 1.7593 0.6874 0.00 -0.01 0.01
H -0.7750 1.1292 3.9819 -0.02 -0.03 -0.01
H -0.2850 2.7123 3.3850 0.01 0.01 -0.06
H 1.6787 1.1587 4.1459 0.01 -0.03 -0.01
H 1.8360 1.9375 2.5642 -0.01 0.00 -0.03
H 1.6569 -1.1788 4.1855 0.00 0.05 0.00
H 1.6833 -2.0252 2.6328 0.00 -0.01 0.02
H -0.8100 -0.8822 4.0325 0.01 0.02 0.02
H -0.4420 -2.5707 3.6761 -0.01 -0.01 -0.05
H -2.5144 -2.6835 2.2223 -0.01 0.00 0.00
H -2.7531 -1.3031 1.1070 0.00 0.01 0.00
H -2.7656 -1.0377 2.8660 -0.01 0.00 0.00
C 1.8048 5.5887 -0.4222 0.00 0.01 -0.01
C 1.5499 4.4776 -1.4222 0.06 0.03 0.01
N 2.3544 3.2773 -1.1224 -0.02 0.03 0.06
C 1.9060 2.1022 -0.7596 0.05 -0.20 -0.16
S 0.1585 1.8627 -0.5720 -0.44 -0.34 -0.56
N 2.6818 1.0722 -0.5499 0.09 0.27 0.46
N 2.0017 -0.0591 -0.3093 -0.21 -0.23 -0.28
C 2.5660 -1.2042 -0.5526 0.04 0.02 0.00
C 3.9873 -1.3558 -0.9550 -0.03 0.01 0.00
C 1.6311 -2.3171 -0.5490 0.00 0.12 0.13
C 1.9293 -3.6259 -0.8633 0.01 0.02 -0.01
C 0.8863 -4.5356 -1.0023 -0.03 0.01 -0.01
C -0.4225 -4.0991 -0.8426 0.02 -0.02 -0.02
C -0.6570 -2.7864 -0.4868 0.00 0.11 -0.13
N 0.3549 -1.9170 -0.3253 -0.22 -0.03 -0.14
H 1.1584 6.4352 -0.6493 0.02 0.01 -0.01
H 2.8360 5.9373 -0.4794 0.00 0.00 0.02
H 1.6033 5.2649 0.5995 -0.02 -0.01 0.00
H 1.8104 4.7881 -2.4339 -0.04 0.00 -0.01
H 0.4977 4.1853 -1.4489 0.00 -0.02 0.02
H 3.3629 3.3611 -1.2019 -0.01 -0.02 -0.06
H 4.5009 -0.4022 -0.9628 0.01 -0.01 0.00
H 4.0411 -1.8053 -1.9496 0.01 0.01 0.00
H 4.4896 -2.0315 -0.2578 -0.01 -0.02 -0.01
H 2.9571 -3.9249 -1.0169 0.00 0.01 -0.02
H 1.0947 -5.5674 -1.2552 -0.01 0.00 0.00
H -1.2627 -4.7639 -0.9887 0.01 -0.01 0.01
H -1.6608 -2.4128 -0.3504 0.02 0.00 0.01
```
Positions in Å, forces in eV/Å.

Maximum force = 1.385 eV/Å
LUMO energy (alpha / beta) = -11.6 / -12.4 eV
Charge = +3
Total energy = -1572.010130 Eh
Frontier orbital gap (alpha / beta) = 6.3 / 5.5 eV
2S+1 = 2

Here are the Löwdin charges for atoms 1 to 5, given in e:
1. Ir 1.43
2. C -0.02
3. O -0.46
4. C -0.12
5. C -0.09

2 unconnected molecules or ions with the total composition C4H9N5O in a non-equilibrium geometry. Source: the OMol25 dataset; level of theory: wB97M-V/def2-TZVPD.

```
19
Properties=species:S:1:pos:R:3:forces:R:3
H 1.6663 -0.4770 -0.9037 -2.49 1.56 0.96
N 0.8430 0.2189 -0.6003 3.35 -3.83 -0.49
C 1.1538 1.3211 -1.1164 0.60 -1.47 -1.14
C 2.3403 1.4076 -2.0661 -0.81 2.63 -0.05
O 0.3510 2.3195 -0.8912 1.44 2.90 -1.93
H 3.2019 1.0946 -1.5375 1.07 0.20 0.74
H 2.3199 0.7281 -2.8936 -0.81 -0.41 -0.48
H 2.4353 2.4469 -2.4759 0.24 -0.92 0.43
H -0.4164 2.0097 -0.4568 -1.56 -0.52 1.58
C -1.5262 -2.4672 1.4308 3.15 -2.10 -0.54
N -1.3258 -1.0923 1.4400 0.20 3.62 -0.48
C -1.3567 -0.1324 0.4751 -1.04 -0.52 0.20
N -1.3009 1.0842 1.0545 -0.55 -2.77 -1.15
N -1.2122 0.7973 2.3389 0.79 0.47 2.09
N -1.1729 -0.4671 2.6037 -0.46 1.31 0.08
H -2.1103 -2.6186 0.5714 -1.14 -1.07 -0.80
H -0.4868 -2.9594 1.2291 -1.82 0.46 0.46
H -1.9102 -2.8323 2.3825 -0.22 0.18 -0.32
H -1.4930 -0.3817 -0.5844 0.05 0.31 0.81
```
Positions in Å, forces in eV/Å.

Maximum force = 5.118 eV/Å
LUMO energy = 0.7 eV
Charge = 0
Total energy = -506.752557 Eh
SMILES = [H]/N=C(\C)O.Cn1cnnn1
Frontier orbital gap = 10.2 eV
Energy above the lowest of the compared OMol25 structures with the same formula, charge and spin = 10.4 kcal per mole

Here are the Löwdin charges for atoms 1 to 5, given in e:
1. H 0.12
2. N 0.09
3. C -0.56
4. C -0.01
5. O 0.10

Question: Among the records above, which one has the lowest total energy?
Answer: C16H27IrN4O3S

Question: maximum force of number 2 (C16H27IrN4O3S)?
Answer: 1.385 eV/Å

Question: Among the records above, which one has the highest charge?
Answer: C16H27IrN4O3S

Question: The lowest total energy belongs to which entry?
Answer: C16H27IrN4O3S